Record 1
This record from OMol25 describes 18 unconnected molecules or ions with the total composition C41H30Cl68O7P2S at a distorted geometry. The level of theory is ωB97M-V/def2-TZVPD.

Atoms and positions in Å:
1 C 5.51 -4.33 1.17
2 C 5.21 -3.37 0.01
3 C 5.93 -2.02 0.18
4 C 5.80 -1.19 -1.11
5 C 4.76 -0.04 -1.08
6 C 3.71 -0.13 0.03
7 C 2.33 0.41 -0.36
8 C 2.22 1.35 -1.36
9 C 0.99 1.89 -1.75
10 C 0.93 2.93 -2.85
11 S 2.14 2.70 -4.15
12 O 2.24 1.30 -4.48
13 O 1.73 3.55 -5.23
14 C -0.15 1.47 -1.08
15 C -0.07 0.51 -0.05
16 C 1.17 -0.01 0.32
17 C 1.28 -1.01 1.46
18 C 1.63 -0.22 2.75
19 C 2.92 -0.73 3.45
20 C -1.35 0.15 0.64
21 O -1.39 -0.15 1.82
22 C -2.61 0.21 -0.15
23 C -3.71 -0.63 0.06
24 P -3.71 -1.94 1.33
25 P -5.05 -3.41 0.45
26 O -6.45 -3.03 0.68
27 O -4.73 -4.87 1.07
28 O -4.80 -3.52 -1.16
29 C -4.85 -0.45 -0.72
30 C -4.91 0.54 -1.70
31 C -3.81 1.35 -1.94
32 C -2.68 1.17 -1.16
33 C -1.49 2.04 -1.41
34 O -1.64 3.16 -1.85
35 H 5.30 -3.78 2.10
36 H 4.89 -5.22 1.12
37 H 6.56 -4.63 1.16
38 H 5.58 -3.83 -0.91
39 H 4.14 -3.23 -0.13
40 H 6.98 -2.29 0.32
41 H 5.61 -1.50 1.08
42 H 6.77 -0.73 -1.30
43 H 5.64 -1.87 -1.95
44 H 5.30 0.90 -0.99
45 H 4.29 0.01 -2.07
46 H 3.55 -1.14 0.41
47 H 4.03 0.52 0.85
48 H 3.10 1.70 -1.89
49 H 0.96 3.94 -2.45
50 H -0.02 2.82 -3.38
51 H 3.31 3.19 -3.65
52 H 2.02 -1.78 1.25
53 H 0.34 -1.52 1.62
54 H 0.78 -0.18 3.43
55 H 1.82 0.82 2.46
56 H 3.76 -0.11 3.14
57 H 2.83 -0.59 4.52
58 H 3.12 -1.78 3.21
59 H -2.47 -2.63 1.33
60 H -4.90 -5.55 0.40
61 H -4.64 -4.44 -1.44
62 H -5.74 -1.06 -0.60
63 H -5.81 0.66 -2.27
64 H -3.86 2.12 -2.70
65 C 3.59 -8.60 0.17
66 Cl 3.66 -7.08 -0.73
67 Cl 4.61 -9.80 -0.63
68 Cl 4.18 -8.33 1.82
69 Cl 1.92 -9.18 0.23
70 C -4.90 -7.83 -2.75
71 Cl -4.17 -6.98 -4.12
72 Cl -4.54 -6.93 -1.25
73 Cl -6.64 -7.91 -2.96
74 Cl -4.22 -9.45 -2.63
75 C -2.92 -1.01 5.16
76 Cl -1.17 -0.78 5.04
77 Cl -3.75 0.28 4.28
78 Cl -3.34 -2.56 4.44
79 Cl -3.41 -0.95 6.86
80 C -0.66 0.14 9.89
81 Cl -0.46 -0.44 8.24
82 Cl 0.89 0.07 10.73
83 Cl -1.25 1.82 9.84
84 Cl -1.83 -0.87 10.74
85 C -6.21 -0.88 9.83
86 Cl -5.22 -2.34 9.76
87 Cl -5.22 0.51 10.29
88 Cl -6.93 -0.58 8.24
89 Cl -7.50 -1.09 11.03
90 C -2.16 4.32 3.42
91 Cl -1.13 5.63 2.84
92 Cl -1.99 4.16 5.17
93 Cl -3.84 4.67 3.02
94 Cl -1.68 2.80 2.65
95 C -3.41 -5.58 8.12
96 Cl -2.51 -6.47 6.88
97 Cl -4.97 -6.36 8.38
98 Cl -2.49 -5.57 9.63
99 Cl -3.66 -3.91 7.58
100 C 4.72 2.41 -7.75
101 Cl 4.77 4.02 -8.45
102 Cl 5.78 1.32 -8.66
103 Cl 5.28 2.48 -6.06
104 Cl 3.07 1.80 -7.79
105 C 1.35 6.77 -8.85
106 Cl 1.33 5.20 -8.06
107 Cl 0.21 7.86 -8.05
108 Cl 2.98 7.45 -8.75
109 Cl 0.90 6.58 -10.55
110 C 3.96 3.51 4.14
111 Cl 5.05 4.82 3.66
112 Cl 3.39 2.66 2.69
113 Cl 4.82 2.38 5.18
114 Cl 2.57 4.17 5.00
115 C 9.20 -4.20 -1.53
116 Cl 10.66 -4.70 -2.40
117 Cl 8.27 -3.08 -2.53
118 Cl 8.22 -5.63 -1.17
119 Cl 9.66 -3.41 -0.02
120 C -7.64 4.04 -2.04
121 Cl -7.56 5.16 -0.67
122 Cl -6.76 2.55 -1.64
123 Cl -9.33 3.66 -2.40
124 Cl -6.89 4.79 -3.45
125 C -8.85 -4.51 -4.43
126 Cl -8.59 -5.01 -6.11
127 Cl -7.32 -4.61 -3.55
128 Cl -9.44 -2.85 -4.39
129 Cl -10.04 -5.58 -3.67
130 C 0.51 -0.64 -9.99
131 Cl -0.16 0.64 -11.01
132 Cl -0.51 -2.08 -10.12
133 Cl 2.15 -1.02 -10.53
134 Cl 0.55 -0.09 -8.32
135 C -0.12 5.89 -14.93
136 Cl -0.11 7.50 -15.66
137 Cl 0.94 4.81 -15.85
138 Cl 0.45 6.00 -13.26
139 Cl -1.77 5.25 -14.95
140 C 2.75 4.05 11.01
141 Cl 2.76 5.34 12.22
142 Cl 3.72 2.69 11.60
143 Cl 1.10 3.51 10.73
144 Cl 3.44 4.65 9.50
145 C -1.30 9.59 3.62
146 Cl -0.47 8.85 2.25
147 Cl -2.87 8.81 3.86
148 Cl -0.32 9.40 5.08
149 Cl -1.55 11.31 3.30

The value obtained for the molar mass is 3139.50 g/mol. As for the max |F|: 1.98 eV/A. As for the HOMO energy: -8.766 eV. Its net charge is 0. As for the LUMO energy: -1.10 eV. Its gap between HOMO and LUMO is 7.67 eV. Its electronic energy is -34480.7640 a.u.

Record 2
This record from OMol25 describes a molecular structure, C41H31Cl2O2RhS3 at a distorted geometry. The level of theory is ωB97M-V/def2-TZVPD.

Atoms and positions in Å:
1 Rh -0.40 -0.16 -0.40
2 Cl 1.91 0.10 -1.10
3 C 2.10 1.80 -0.72
4 C 3.36 2.26 -0.38
5 C 3.50 3.60 -0.03
6 C 2.39 4.43 -0.01
7 C 1.14 3.93 -0.36
8 Cl -0.21 5.01 -0.29
9 C 0.96 2.60 -0.73
10 S -0.60 1.96 -1.24
11 H 4.20 1.59 -0.38
12 H 4.47 3.99 0.24
13 H 2.48 5.47 0.27
14 C -7.07 3.28 -1.39
15 C -5.93 2.37 -1.00
16 C -4.70 2.89 -0.61
17 C -3.68 2.05 -0.20
18 C -3.90 0.68 -0.18
19 C -5.09 0.13 -0.62
20 C -6.11 0.99 -1.01
21 S -2.60 -0.41 0.27
22 O -3.00 -1.72 -0.29
23 C -2.70 -0.66 2.03
24 C -4.01 -0.63 2.59
25 C -4.23 -1.15 3.82
26 C -3.19 -1.84 4.49
27 C -3.45 -2.55 5.70
28 C -2.46 -3.25 6.31
29 C -1.17 -3.30 5.74
30 C -0.89 -2.61 4.60
31 C -1.89 -1.84 3.95
32 C -1.62 -1.11 2.75
33 C -0.17 -0.75 2.39
34 C 0.58 -0.24 3.64
35 C -0.07 0.64 4.50
36 C 0.59 1.20 5.59
37 C 1.92 0.88 5.81
38 C 2.57 0.02 4.94
39 C 1.93 -0.56 3.85
40 C 2.63 -1.49 2.97
41 C 1.96 -2.14 2.00
42 C 0.58 -1.91 1.73
43 S -0.22 -2.66 0.48
44 O 0.58 -2.48 -0.83
45 C -0.07 -4.42 0.80
46 C -0.97 -5.00 1.69
47 C -0.92 -6.37 1.90
48 C 0.00 -7.17 1.23
49 C 0.02 -8.66 1.44
50 C 0.87 -6.57 0.33
51 C 0.83 -5.20 0.10
52 H -6.71 4.29 -1.61
53 H -7.79 3.35 -0.58
54 H -7.59 2.90 -2.26
55 H -4.54 3.96 -0.62
56 H -2.72 2.46 0.10
57 H -5.21 -0.95 -0.64
58 H -7.05 0.57 -1.33
59 H -4.82 -0.16 2.04
60 H -5.21 -1.08 4.27
61 H -4.45 -2.52 6.11
62 H -2.66 -3.79 7.23
63 H -0.39 -3.90 6.21
64 H 0.10 -2.69 4.16
65 H -1.11 0.88 4.33
66 H 0.07 1.88 6.25
67 H 2.45 1.31 6.65
68 H 3.61 -0.23 5.11
69 H 3.67 -1.70 3.16
70 H 2.48 -2.88 1.40
71 H -1.69 -4.38 2.21
72 H -1.62 -6.83 2.59
73 H -0.37 -8.93 2.42
74 H 1.03 -9.06 1.35
75 H -0.60 -9.17 0.69
76 H 1.59 -7.18 -0.21
77 H 1.49 -4.73 -0.62
78 C -0.14 0.46 1.46
79 H -0.92 1.19 1.71
80 H 0.84 0.94 1.45

The value obtained for the molar mass is 825.71 g/mol. As for the max |F|: 2.18 eV/A. As for the HOMO energy (alpha / beta): -6.186 / -6.185 eV. Its net charge is 0. As for the LUMO energy (alpha / beta): -0.98 / -0.99 eV. Its gap between HOMO and LUMO (alpha / beta) is 5.20 / 5.20 eV. Its electronic energy is -3956.8450 a.u.

Record 3
This record from OMol25 describes 2 unconnected molecules or ions with the total composition C41H31F3N3O at a distorted geometry. The level of theory is ωB97M-V/def2-TZVPD.

Atoms and positions in Å:
1 F 5.74 -1.47 1.94
2 C 4.69 -0.61 1.72
3 C 4.41 0.35 2.69
4 C 3.31 1.16 2.46
5 F 2.91 2.05 3.43
6 C 2.57 1.06 1.29
7 C 2.86 0.15 0.27
8 C 2.09 0.19 -0.99
9 C 2.87 0.59 -2.16
10 C 2.38 0.69 -3.49
11 C 3.23 1.04 -4.54
12 C 4.58 1.36 -4.33
13 C 5.03 1.35 -3.02
14 F 6.35 1.65 -2.75
15 C 4.21 1.02 -1.95
16 C 3.97 -0.70 0.52
17 H 4.98 0.42 3.61
18 H 1.77 1.75 1.07
19 H 1.04 0.50 -1.01
20 H 1.33 0.48 -3.67
21 H 2.85 1.06 -5.57
22 H 5.27 1.57 -5.14
23 H 4.63 1.13 -0.96
24 H 4.31 -1.38 -0.25
25 C 2.00 -2.55 -1.31
26 O 1.34 -1.75 -0.26
27 C 0.10 -1.19 -0.60
28 C -0.63 -2.39 -1.12
29 C -0.74 -3.45 -0.20
30 C -1.16 -4.71 -0.60
31 C -1.48 -4.93 -1.94
32 C -1.33 -3.91 -2.87
33 C -0.90 -2.63 -2.47
34 C -0.82 -0.37 0.27
35 N -2.00 -0.96 0.66
36 C -2.93 -1.87 0.11
37 C -3.61 -2.62 1.07
38 C -4.55 -3.56 0.67
39 C -4.91 -3.64 -0.68
40 C -4.37 -2.74 -1.61
41 C -3.43 -1.79 -1.20
42 N -2.60 -0.27 1.69
43 C -1.99 0.88 1.77
44 C -2.62 1.93 2.62
45 C -2.70 3.30 2.28
46 C -3.31 4.22 3.13
47 C -3.94 3.79 4.30
48 C -3.94 2.42 4.62
49 C -3.30 1.50 3.78
50 N -0.87 0.90 0.92
51 C -0.26 2.14 0.63
52 C -0.02 2.56 -0.68
53 C 0.83 3.65 -0.89
54 C 1.23 4.46 0.18
55 C 0.86 4.13 1.49
56 C 0.09 2.98 1.71
57 H 3.06 -2.61 -1.06
58 H 1.55 -3.55 -1.36
59 H 1.86 -2.07 -2.30
60 H -0.43 -3.28 0.84
61 H -1.26 -5.50 0.15
62 H -1.83 -5.92 -2.26
63 H -1.58 -4.08 -3.92
64 H -0.81 -1.80 -3.18
65 H -3.39 -2.42 2.12
66 H -5.00 -4.20 1.43
67 H -5.63 -4.39 -1.01
68 H -4.68 -2.79 -2.65
69 H -3.07 -1.02 -1.87
70 H -2.25 3.66 1.35
71 H -3.28 5.28 2.87
72 H -4.43 4.51 4.95
73 H -4.46 2.08 5.52
74 H -3.30 0.44 4.04
75 H -0.50 2.04 -1.51
76 H 1.17 3.89 -1.90
77 H 1.85 5.34 0.01
78 H 1.19 4.74 2.34
79 H -0.20 2.73 2.73

The value obtained for the molar mass is 638.71 g/mol. As for the max |F|: 4.22 eV/A. As for the HOMO energy: -9.444 eV. Its net charge is +1. As for the LUMO energy: -5.27 eV. Its gap between HOMO and LUMO is 4.17 eV. Its electronic energy is -2119.5761 a.u.

Q: net charge of number 2 (C41H31Cl2O2RhS3)?
A: 0